No. 1
Computed, not measured: a cluster of 9 separate species, C12H44NO8 in total, with wB97M-V/def2-TZVPD.

Summary:
HOMO energy (alpha / beta) = -15.41 / -15.41 eV
expectation value of S² = 0.754
total energy = -31010.1144 eV
max |F| = 3.80 eV Å⁻¹

```
! RIJCOSX wB97M-V def2-TZVPD def2/J DEFGRID3
* xyz 2 2
N 2.079 -11.603 -18.290
H 1.901 -12.049 -19.179
H 1.215 -11.164 -18.006
H 2.789 -10.905 -18.461
H 2.368 -12.229 -17.552
C 4.846 -12.154 -15.725
C 3.503 -12.486 -15.000
C 2.862 -11.312 -14.283
O 2.631 -12.940 -15.927
H 4.794 -11.255 -16.339
H 5.132 -12.893 -16.474
H 5.636 -12.107 -14.976
H 3.749 -13.323 -14.347
H 3.393 -10.831 -13.462
H 1.960 -11.616 -13.753
H 2.623 -10.464 -14.927
H 1.814 -13.173 -15.481
C 3.903 -9.277 -21.146
C 4.637 -10.500 -20.603
C 6.146 -10.435 -20.859
O 4.452 -10.515 -19.216
H 2.834 -9.430 -21.001
H 4.275 -9.153 -22.163
H 4.137 -8.322 -20.676
H 4.252 -11.422 -21.038
H 6.437 -9.985 -21.809
H 6.530 -11.452 -20.934
H 6.739 -9.970 -20.072
H 4.798 -9.690 -18.868
C 1.812 -15.322 -18.693
C 0.536 -15.711 -18.028
C -0.757 -15.303 -18.807
O 0.625 -17.085 -17.915
H 2.671 -15.619 -18.090
H 1.815 -14.236 -18.777
H 1.918 -15.732 -19.698
H 0.562 -15.378 -16.991
H -0.969 -14.235 -18.851
H -1.628 -15.695 -18.281
H -0.875 -15.680 -19.823
H 1.257 -17.265 -17.215
C -0.841 -13.692 -13.438
C -1.213 -13.305 -14.887
C -2.120 -12.096 -14.955
O -0.004 -12.982 -15.519
H -1.762 -13.799 -12.865
H -0.206 -12.994 -12.893
H -0.292 -14.633 -13.416
H -1.736 -14.104 -15.412
H -2.999 -12.286 -14.339
H -2.470 -11.927 -15.973
H -1.630 -11.265 -14.447
H -0.306 -12.473 -16.274
O 2.588 -8.548 -17.115
H 2.516 -8.290 -16.197
H 3.461 -8.259 -17.379
O -0.567 -11.062 -17.550
H -1.131 -11.185 -18.313
H -0.642 -10.130 -17.343
O 1.615 -12.549 -20.834
H 1.970 -13.246 -21.386
H 1.354 -11.865 -21.450
O 0.809 -8.609 -19.133
H -0.021 -8.485 -18.673
H 1.470 -8.604 -18.441
*
```

Quick look at the Löwdin charges, all values in e: 0.306 0.054 0.068 0.075 0.077 -0.021 -0.492 -0.025 -0.094 0.060 0.077 0.090 0.143 0.092 0.072 0.065 0.056 -0.036 -0.481 -0.035 -0.091 0.065 0.090 0.092 0.128 0.087 0.081 0.088 0.094 0.034 -0.372 0.029 0.302 0.117 0.085 0.123 0.176 0.088 0.099 0.108 0.175 -0.025 -0.484 -0.047 -0.089 0.089 0.082 0.077 0.132 0.094 0.075 0.100 0.037 -0.023 0.072 0.067 -0.027 0.088 0.074 -0.031 0.072 0.076 -0.050 0.029 -0.038

No. 2
Computed, not measured: a cluster of 4 separate species, C24H51NO12PSi in total, with wB97M-V/def2-TZVPD.

Summary:
HOMO energy = -3.59 eV
total energy = -68941.6459 eV
max |F| = 0.38 eV Å⁻¹

```
! RIJCOSX wB97M-V def2-TZVPD def2/J DEFGRID3
* xyz -1 1
C -3.972 4.303 -0.272
C -4.823 3.304 -1.057
O -4.948 2.049 -0.435
C -3.711 1.339 -0.369
C -3.981 -0.156 -0.315
C -2.801 -0.954 0.272
C -2.204 -2.102 -0.568
C -0.742 -1.866 -0.994
P -0.598 -0.608 -2.450
N -1.522 -1.788 -3.554
C 1.180 -1.248 -3.017
C 1.970 -0.166 -3.766
C 3.429 0.034 -3.349
O 3.842 1.408 -3.314
C 0.182 0.809 -1.288
C 1.489 0.618 -0.555
O 1.552 1.413 0.665
Si 2.850 1.445 1.653
C 4.393 0.877 0.771
C 3.071 3.203 2.255
C 2.614 0.352 3.159
H -3.993 4.038 0.788
H -4.362 5.319 -0.373
H -2.930 4.305 -0.599
H -5.846 3.670 -1.183
H -4.403 3.156 -2.066
H -3.147 1.671 0.513
H -3.098 1.568 -1.252
H -4.178 -0.518 -1.328
H -4.901 -0.298 0.262
H -3.101 -1.346 1.250
H -1.984 -0.249 0.470
H -2.250 -3.023 0.029
H -2.816 -2.277 -1.457
H -0.272 -2.811 -1.301
H -0.181 -1.522 -0.113
H -0.551 0.341 -3.547
H -1.887 -0.059 -2.054
H -1.266 -1.599 -4.517
H -1.317 -2.766 -3.379
H 0.985 -2.085 -3.694
H 1.769 -1.672 -2.193
H 1.941 -0.384 -4.838
H 1.449 0.801 -3.671
H 4.112 -0.434 -4.065
H 3.610 -0.431 -2.372
H 3.052 1.920 -3.096
H 0.250 1.715 -1.905
H -0.579 1.004 -0.524
H 2.335 0.937 -1.164
H 1.647 -0.436 -0.293
H 5.259 0.927 1.439
H 4.598 1.493 -0.111
H 4.293 -0.154 0.416
H 2.522 3.391 3.182
H 4.128 3.418 2.445
H 2.716 3.911 1.504
H 3.203 0.762 3.988
H 1.570 0.315 3.480
H 2.967 -0.667 2.985
C -0.623 -1.954 3.533
C 0.652 -2.743 3.285
O 0.142 -4.044 2.968
C -1.127 -3.905 2.505
O -1.758 -4.779 2.009
O -1.551 -2.642 2.697
H -0.568 -0.913 3.226
H -0.962 -2.021 4.569
H 1.210 -2.360 2.430
H 1.300 -2.810 4.155
C 4.008 -5.638 6.524
C 2.609 -5.299 6.033
O 2.483 -3.929 6.432
C 3.720 -3.392 6.559
O 3.946 -2.240 6.716
O 4.658 -4.365 6.486
H 4.547 -6.334 5.889
H 4.009 -5.997 7.554
H 2.519 -5.358 4.947
H 1.819 -5.884 6.494
C -2.904 5.224 -5.100
C -3.698 3.925 -5.128
O -2.670 2.951 -5.264
C -1.507 3.462 -4.784
O -0.525 2.843 -4.578
O -1.655 4.801 -4.563
H -3.327 5.993 -4.460
H -2.741 5.625 -6.103
H -4.232 3.747 -4.193
H -4.385 3.840 -5.966
*
```

Quick look at the Löwdin charges, all values in e: -0.077 -0.291 -0.162 -0.240 -0.176 -0.209 -0.257 -0.307 0.543 -0.214 -0.301 -0.253 -0.279 -0.102 -0.278 -0.294 -0.219 0.366 -0.163 -0.164 -0.158 0.077 0.063 0.072 0.112 0.094 0.120 0.107 0.107 0.107 0.091 0.082 0.078 0.081 0.065 0.053 -0.010 -0.010 -0.019 -0.015 0.048 0.054 0.102 0.070 0.106 0.089 0.067 0.059 0.048 0.078 0.094 0.030 0.036 0.032 0.024 0.025 0.029 0.032 0.019 0.020 -0.101 -0.117 0.048 -0.577 0.160 0.043 0.126 0.132 0.124 0.117 -0.115 -0.110 0.044 -0.576 0.171 0.057 0.131 0.130 0.132 0.132 -0.127 -0.121 0.061 -0.557 0.173 0.046 0.127 0.126 0.110 0.129